a:
Here is 2 unconnected molecules or ions with the total composition C4H7IN from the OMol25 dataset. Energies are from ωB97M-V/def2-TZVPD.

XYZ file:
```
13
Properties=species:S:1:pos:R:3
C 1.45522 2.00247 -0.59853
C 0.95038 0.91351 -0.53810
C 0.43424 -0.71413 1.18989
C 0.37828 -0.42569 -0.22015
N -0.11966 -1.19419 -1.17887
I -3.10930 0.87677 -0.65601
H 2.00368 2.98018 -0.45872
H -0.43602 -1.18614 1.60781
H 1.37997 -1.38051 1.18807
H 0.84463 0.13264 1.80292
H 0.10276 -0.89241 -2.08546
H -0.70033 -1.99821 -1.00820
H -3.18384 0.88569 0.95534
```

Properties
Net charge: +1
HOMO level, eV: -13.384
Multiplicity: 1
Orbital gap, eV: 7.9321

Charges in e, computed with natural (NBO), in the same order as the atoms: number 1, C, carries -0.0059; number 2, C, carries -0.1728; number 3, C, carries -0.7080; number 4, C, carries 0.4486; number 5, N, carries -0.6189; number 6, I, carries -0.1022; number 7, H, carries 0.2953; number 8, H, carries 0.2780; number 9, H, carries 0.3022; number 10, H, carries 0.2896; number 11, H, carries 0.4345; number 12, H, carries 0.4470; number 13, H, carries 0.1126

---

b:
Here is a gas-phase ion, C4H7IN (charge +1) from the OMol25 dataset. Energies are from ωB97M-V/def2-TZVPD.

XYZ file:
```
13
Properties=species:S:1:pos:R:3
C 2.08995 -0.56342 -0.64938
C 0.12883 -1.06897 0.44597
C -0.68503 0.06806 -0.35880
C -1.21419 1.14107 0.48830
N 1.51323 -1.29319 0.12532
I 0.63270 0.80405 -1.94476
H 3.14013 -0.38948 -0.85287
H 0.29580 -0.64931 1.42705
H -0.33933 -1.99436 0.26030
H -1.54015 -0.35810 -0.91534
H -1.73298 1.99005 -0.15337
H -0.36614 1.57121 0.90302
H -1.92280 0.74239 1.22458
```

Properties
Net charge: +1
HOMO level, eV: -15.093
Multiplicity: 1
Orbital gap, eV: 9.4930

Charges in e, computed with natural (NBO), in the same order as the atoms: number 1, C, carries 0.1786; number 2, C, carries -0.2757; number 3, C, carries -0.2501; number 4, C, carries -0.6638; number 5, N, carries -0.2792; number 6, I, carries 0.5403; number 7, H, carries 0.2607; number 8, H, carries 0.2538; number 9, H, carries 0.2562; number 10, H, carries 0.2481; number 11, H, carries 0.2510; number 12, H, carries 0.2159; number 13, H, carries 0.2641

---

The most stable of them is a.

---

a:
Here is a molecular structure, C22H28N2O3 from the OMol25 dataset. Energies are from ωB97M-V/def2-TZVPD.

XYZ file:
```
55
Properties=species:S:1:pos:R:3
C 6.10168 3.36778 3.78939
H 6.92795 3.52167 4.26660
O 6.32562 2.36811 2.64163
C 5.39265 2.13723 1.85976
C 4.08999 2.84597 1.83760
C 3.26082 2.24009 1.04341
C 3.59750 1.25568 0.21992
C 4.90585 0.78934 -0.11189
C 5.86397 1.20665 0.83996
H 6.75532 0.80766 0.92182
H 5.28508 -0.15062 -0.81948
C 2.69382 0.75388 -1.11153
H 1.82782 1.78013 -1.28140
H 3.08108 0.32223 -1.92841
C 1.67059 -0.33183 -0.60274
C 0.76641 -0.82656 -1.53119
H 1.19591 -1.21141 -2.33617
C -0.42657 -1.69226 -1.12001
N -1.23882 -1.14276 -0.28993
C -2.16558 -0.26368 -0.25016
O -2.47564 0.68714 0.48110
N -2.71962 -0.34326 -1.43184
H -2.73384 -1.17009 -2.10166
C -4.04150 0.38359 -1.56934
C -5.21863 -0.38517 -1.75352
C -6.19709 -0.80180 -2.55239
C -7.26981 -1.47399 -2.19314
C -7.41569 -2.21939 -1.12691
C -6.55554 -1.74370 0.16725
C -5.59546 -0.89481 -0.12032
H -4.86593 -0.64110 0.52001
H -6.76729 -2.00324 0.95020
H -8.28930 -2.81458 -0.84199
H -7.86240 -1.78607 -3.04964
H -5.93346 -0.33564 -3.46384
H -4.10703 0.73740 -2.79472
H -4.10059 1.40071 -1.12021
C -0.35421 -1.05140 1.22257
H -0.92638 -0.49089 1.79870
C 0.96781 -0.07608 0.73398
H 1.34786 0.10261 1.72163
H 0.53594 0.87161 0.65496
H 0.09613 -1.82512 1.39346
H -1.07887 -1.81630 -1.97306
H 0.08325 -2.61898 -0.89602
H 0.12848 0.13665 -2.10429
C 2.47536 -1.54050 -0.06286
O 1.72153 -2.68342 0.34459
H 2.55674 -3.41862 0.42069
H 3.36219 -1.86540 -0.96735
H 3.24726 -1.26065 0.60687
H 2.24604 2.60048 0.88360
H 3.71462 3.33457 2.43670
H 5.77967 4.38210 3.39234
H 5.21478 3.05465 4.50408
```

Properties
HOMO level, eV: -7.829
Multiplicity: 1
Orbital gap, eV: 8.2654

Charges in e, computed with natural (NBO), in the same order as the atoms: number 1, C, carries -0.2423; number 2, H, carries 0.1821; number 3, O, carries -0.4707; number 4, C, carries 0.3737; number 5, C, carries -0.2894; number 6, C, carries -0.1925; number 7, C, carries -0.0881; number 8, C, carries -0.1596; number 9, C, carries -0.2861; number 10, H, carries 0.2031; number 11, H, carries 0.2276; number 12, C, carries -0.3214; number 13, H, carries 0.1922; number 14, H, carries 0.1996; number 15, C, carries -0.1289; number 16, C, carries -0.3700; number 17, H, carries 0.2072; number 18, C, carries -0.1983; number 19, N, carries -0.4239; number 20, C, carries 0.7619; number 21, O, carries -0.6872; number 22, N, carries -0.6259; number 23, H, carries 0.3952; number 24, C, carries -0.2514; number 25, C, carries 0.0318; number 26, C, carries -0.2412; number 27, C, carries -0.2613; number 28, C, carries -0.1510; number 29, C, carries -0.1654; number 30, C, carries -0.1915; number 31, H, carries 0.1878; number 32, H, carries 0.1386; number 33, H, carries 0.2089; number 34, H, carries 0.2088; number 35, H, carries 0.2074; number 36, H, carries 0.1483; number 37, H, carries 0.2816; number 38, C, carries -0.1330; number 39, H, carries 0.2147; number 40, C, carries -0.4512; number 41, H, carries 0.2311; number 42, H, carries 0.2111; number 43, H, carries 0.1754; number 44, H, carries 0.1780; number 45, H, carries 0.2319; number 46, H, carries 0.1704; number 47, C, carries -0.0280; number 48, O, carries -0.7444; number 49, H, carries 0.4911; number 50, H, carries 0.0889; number 51, H, carries 0.1850; number 52, H, carries 0.2148; number 53, H, carries 0.1720; number 54, H, carries 0.1902; number 55, H, carries 0.1924

---

b:
Here is C22H28N2O3 in the gas phase from the OMol25 dataset. Energies are from ωB97M-V/def2-TZVPD.

XYZ file:
```
55
Properties=species:S:1:pos:R:3
C 3.19621 2.82611 -1.37264
H 3.72934 1.89408 -1.55430
C 1.86373 2.85441 -2.10946
H 1.41060 3.83930 -1.98908
H 2.02523 2.67528 -3.17578
C 0.84114 1.82784 -1.59936
N 1.38143 0.48262 -1.58103
C 2.14048 -0.06065 -0.55063
O 2.40696 0.47768 0.49099
C 2.49216 -1.43024 -1.00688
C 3.23412 -2.41541 -0.39081
C 3.39670 -3.61935 -1.06978
C 2.82925 -3.82088 -2.31855
C 2.07553 -2.82745 -2.93644
C 1.91766 -1.63379 -2.26372
C 1.18662 -0.39928 -2.63567
O 0.52509 -0.16409 -3.61568
H 1.62931 -2.97811 -3.90700
H 2.97422 -4.76556 -2.82097
H 3.97548 -4.40996 -0.61619
H 3.67065 -2.25002 0.58163
H 0.00877 1.80201 -2.31722
C 0.26548 2.21784 -0.22686
O 0.64371 3.19995 0.37705
N -0.72871 1.42627 0.22749
C -1.45912 0.41263 -0.51116
H -0.89121 -0.51523 -0.61895
C -2.74529 0.19701 0.30576
C -3.91313 -0.21301 -0.58457
H -4.09512 0.53853 -1.34970
H -4.81900 -0.32451 0.00673
H -3.70447 -1.16080 -1.07616
C -2.92649 1.56788 0.95994
C -1.49362 1.82339 1.40582
C -1.16681 0.96459 2.62810
H -0.12059 1.11810 2.89500
H -1.77745 1.33948 3.45206
C -1.42158 -0.54629 2.43868
C -0.11788 -1.23389 2.01807
H -0.28898 -2.28242 1.77876
H 0.32967 -0.74717 1.16086
H 0.60456 -1.18650 2.83003
C -1.83632 -1.14639 3.78955
H -1.06529 -0.96817 4.53549
H -1.98219 -2.22077 3.69806
H -2.76417 -0.70389 4.14655
C -2.55214 -0.83566 1.42351
H -2.38230 -1.81864 0.97788
H -3.49914 -0.89223 1.96600
H -1.26892 2.87047 1.62354
H -3.62971 1.55107 1.78886
H -3.24972 2.31238 0.23097
H -1.70938 0.77042 -1.51725
H 3.82181 3.64626 -1.71686
H 3.03282 2.93472 -0.30470
```

Properties
HOMO level, eV: -9.108
Structure (SMILES): CC[C@H](C(=O)N1C[C@]2(C)C[C@H]1CC(C)(C)C2)N1C(=O)c2ccccc2C1=O
Multiplicity: 1
Orbital gap, eV: 8.6381

Charges in e, computed with natural (NBO), in the same order as the atoms: number 1, C, carries -0.6141; number 2, H, carries 0.1900; number 3, C, carries -0.3938; number 4, H, carries 0.2268; number 5, H, carries 0.2054; number 6, C, carries -0.1420; number 7, N, carries -0.4863; number 8, C, carries 0.6774; number 9, O, carries -0.5368; number 10, C, carries -0.0574; number 11, C, carries -0.1889; number 12, C, carries -0.1891; number 13, C, carries -0.1951; number 14, C, carries -0.1550; number 15, C, carries -0.1527; number 16, C, carries 0.6949; number 17, O, carries -0.5524; number 18, H, carries 0.2332; number 19, H, carries 0.2208; number 20, H, carries 0.2210; number 21, H, carries 0.2355; number 22, H, carries 0.2487; number 23, C, carries 0.7065; number 24, O, carries -0.6202; number 25, N, carries -0.4541; number 26, C, carries -0.2233; number 27, H, carries 0.1992; number 28, C, carries -0.0349; number 29, C, carries -0.5985; number 30, H, carries 0.2094; number 31, H, carries 0.2121; number 32, H, carries 0.2097; number 33, C, carries -0.4090; number 34, C, carries -0.0471; number 35, C, carries -0.4016; number 36, H, carries 0.2254; number 37, H, carries 0.2059; number 38, C, carries -0.0559; number 39, C, carries -0.6079; number 40, H, carries 0.2003; number 41, H, carries 0.2135; number 42, H, carries 0.2122; number 43, C, carries -0.5867; number 44, H, carries 0.2074; number 45, H, carries 0.2042; number 46, H, carries 0.2009; number 47, C, carries -0.3947; number 48, H, carries 0.2073; number 49, H, carries 0.2061; number 50, H, carries 0.2450; number 51, H, carries 0.2139; number 52, H, carries 0.2101; number 53, H, carries 0.2028; number 54, H, carries 0.2117; number 55, H, carries 0.2403

---

The most stable of them is b.